H42O21 | the ωB97M-V functional and the def2-TZVPD basis

As for the maximum force: 0.02627 Eh/bohr. As for the energy: -43681.618 eV. For the HOMO energy, the calculation gives -10.593 eV.

```
! RIJCOSX wB97M-V def2-TZVPD def2/J DEFGRID3
* xyz 0 1
O -3.1568 -1.5279 0.5577
H -4.0727 -1.7674 0.6988
H -2.9008 -2.0106 -0.2282
O -1.1230 -3.3094 -1.2450
H -1.5814 -3.8448 -0.5973
H -0.2822 -3.1050 -0.8357
O 2.3399 -1.1928 3.6063
H 2.6762 -0.3146 3.7848
H 2.4036 -1.6494 4.4452
O 3.1670 1.4364 3.9574
H 2.9342 1.7188 3.0729
H 2.6298 1.9813 4.5325
O 5.0444 1.2795 1.3965
H 4.1784 1.4522 1.0270
H 5.1487 1.9392 2.0821
O -2.6192 1.0440 -4.0012
H -1.8855 0.5507 -3.6345
H -3.2407 1.1233 -3.2775
O -3.2152 1.9078 2.3306
H -3.7779 1.5781 1.6299
H -2.5640 1.2183 2.4599
O 2.2368 2.0593 1.1618
H 1.7269 1.3606 0.7518
H 1.6004 2.7545 1.3288
O -2.5759 3.7852 -2.2105
H -3.3991 3.9534 -1.7518
H -2.8316 3.6603 -3.1244
O 0.2776 3.0641 -2.4139
H -0.5830 3.3431 -2.1011
H 0.1036 2.2693 -2.9181
O -0.7518 1.0441 5.0080
H -0.7278 0.3301 5.6451
H -1.0887 0.6406 4.2080
O -0.7409 -1.1788 -2.8932
H 0.2064 -1.2615 -2.7832
H -1.0931 -2.0089 -2.5723
O 2.8343 3.0650 -1.4001
H 2.8704 2.7031 -0.5146
H 1.9166 3.3074 -1.5231
O -5.3378 1.0394 0.1314
H -6.0607 1.6592 0.2289
H -5.1732 1.0090 -0.8111
O 1.9194 0.3309 -3.5002
H 2.5698 1.0079 -3.3134
H 1.9335 0.2411 -4.4531
O 1.0302 -2.8317 0.3148
H 1.7179 -3.4861 0.1916
H 1.2750 -2.1136 -0.2688
O 1.8608 -1.9962 -2.3389
H 2.7871 -2.2350 -2.3732
H 1.8409 -1.0747 -2.5972
O 0.1903 -2.5047 2.7689
H 1.0381 -2.0946 2.9401
H 0.2931 -2.9199 1.9126
O 0.3243 -0.0606 -0.2213
H -0.4438 -0.0205 0.3485
H -0.0266 -0.2924 -1.0812
O 0.9894 -4.7380 -2.7947
H 0.3035 -4.1373 -2.5033
H 1.3409 -4.3340 -3.5881
O -1.4275 -0.2378 2.5291
H -0.7728 -0.9349 2.4895
H -2.2555 -0.6747 2.3297
*
```

=====

C32H52CrF5NOP2S3Te | the ωB97M-V functional and the def2-TZVPD basis

As for the maximum force: 0.04828 Eh/bohr. As for the energy: -137947.108 eV. For the HOMO energy (spin up / spin down), the calculation gives -10.493 / -10.468 eV.

```
! RIJCOSX wB97M-V def2-TZVPD def2/J DEFGRID3
* xyz 1 2
Cr -0.3089 -1.0581 -0.1247
C 0.9430 1.7349 1.9790
C 0.0933 0.8132 2.8467
C 0.5224 0.8942 4.3132
P 0.0887 -0.9369 2.2493
C -1.0675 -1.8218 3.3923
C -0.4301 -2.6371 4.5165
C -2.1124 -2.6421 2.6302
C 1.8446 -1.3968 2.2273
C 2.5899 -1.9173 3.2645
C 3.9567 -2.1887 3.1183
C 4.7411 -2.8130 4.2266
C 4.5657 -1.9060 1.8898
C 3.8618 -1.3651 0.8454
C 2.4867 -1.0804 0.9890
N 1.6975 -0.6617 -0.0688
C 2.3266 -0.0907 -1.1714
C 3.4248 0.7752 -1.0178
C 4.0666 1.2821 -2.1231
C 3.6489 0.9458 -3.4146
C 4.3649 1.4886 -4.6141
C 2.5141 0.1426 -3.5593
C 1.8276 -0.3583 -2.4680
P 0.1400 -1.0461 -2.5408
C -0.2257 -2.3130 -3.8403
C -0.0853 -3.7886 -3.4885
C 0.4741 -2.0148 -5.1690
C -0.7644 0.4357 -3.2230
C -0.4639 1.7111 -2.4334
C -2.2717 0.1894 -3.3193
H 0.7821 2.7628 2.3018
H 0.6733 1.6825 0.9221
H 2.0069 1.5053 2.0885
H -0.9535 1.1224 2.7600
H 1.5291 0.4935 4.4519
H -0.1588 0.3670 4.9806
H 0.5414 1.9406 4.6232
H -1.5910 -0.9646 3.8315
H 0.1292 -3.4834 4.1155
H -1.2279 -3.0384 5.1427
H 0.2184 -2.0378 5.1565
H -1.6845 -3.5514 2.2139
H -2.5774 -2.0755 1.8239
H -2.8955 -2.9295 3.3342
H 2.1124 -2.1497 4.2048
H 4.1749 -2.8327 5.1553
H 5.6737 -2.2751 4.3981
H 4.9995 -3.8413 3.9658
H 5.6105 -2.1509 1.7457
H 4.3454 -1.2357 -0.1104
H 3.7496 1.0553 -0.0246
H 4.9072 1.9516 -1.9898
H 5.4438 1.4802 -4.4622
H 4.0687 2.5231 -4.8008
H 4.1377 0.9090 -5.5067
H 2.1553 -0.0624 -4.5579
H -1.2947 -2.1223 -3.9618
H 0.9548 -4.1072 -3.4766
H -0.6129 -4.3586 -4.2558
H -0.5395 -4.0307 -2.5313
H 1.5438 -2.2162 -5.0945
H 0.3219 -0.9972 -5.5284
H 0.0711 -2.6896 -5.9256
H -0.3638 0.5628 -4.2340
H -0.7992 1.6362 -1.3965
H -1.0228 2.5376 -2.8765
H 0.5939 1.9789 -2.4516
H -2.6905 -0.1514 -2.3711
H -2.5304 -0.5282 -4.0966
H -2.7691 1.1281 -3.5687
C -4.8289 3.6982 -1.1964
C -5.5439 2.5000 -0.5428
S -4.4350 1.1112 -0.1652
C -4.0194 1.4094 1.5717
C -3.6555 2.8348 1.9503
S -2.1587 3.4251 1.1120
C -2.4686 5.2146 1.1110
C -3.2193 5.7463 -0.1040
S -4.9599 5.2563 -0.2560
H -5.2237 3.8726 -2.1967
H -3.7680 3.4765 -1.2857
H -6.3035 2.0986 -1.2121
H -6.0616 2.7912 0.3715
H -3.1853 0.7273 1.7587
H -4.8472 1.0849 2.2051
H -3.5053 2.8884 3.0310
H -4.4664 3.5149 1.6968
H -1.4845 5.6857 1.1555
H -2.9890 5.4702 2.0347
H -2.7068 5.4659 -1.0249
H -3.2268 6.8371 -0.0625
F 1.8546 -3.3701 -1.4499
Te 0.9710 -3.8674 0.2315
F 2.6559 -4.5556 0.7078
F 0.4867 -5.3993 -0.6625
F -1.0485 -3.0270 -0.3514
F 0.3108 -4.7730 1.7950
O -1.6550 -0.3002 -0.1288
*
```